# C2H8N4O

2 unconnected molecules or ions with the total composition C2H8N4O (ωB97M-V/def2-TZVPD, OMol25).

Structure (XYZ):
```
15
C2H8N4O (ωB97M-V/def2-TZVPD)
C -1.02 -0.62 -0.17
C 2.34 -0.29 -0.28
N 2.31 0.00 -1.40
N -0.34 0.36 0.23
N -2.30 -0.80 -0.48
N 2.47 -0.44 0.97
O -1.16 1.80 0.23
H -0.39 -1.53 -0.17
H -2.12 1.70 0.41
H 2.83 -0.02 -2.21
H -2.72 -1.76 -0.51
H -3.04 -0.06 -0.44
H 2.67 -1.24 1.43
H 2.96 0.27 1.58
H -0.73 2.44 1.02
```

Results
2S+1: 1
Total charge: +2
Gap between HOMO and LUMO (eV): 10.23
LUMO energy (eV): -8.50
Energy above the lowest of the compared OMol25 structures with the same formula, charge and spin (eV): 2.987

=====

# C3H8Si2

A single C3H8Si2 molecule (ωB97M-V/def2-TZVPD, OMol25).

Structure (XYZ):
```
13
C3H8Si2 (ωB97M-V/def2-TZVPD)
Si -0.57 -1.10 1.34
C -0.02 0.29 0.21
Si -0.70 0.68 -1.56
C 1.08 1.00 0.73
C 1.86 0.30 -0.02
H -1.15 -2.03 0.27
H -1.76 -0.95 2.24
H 0.28 -1.81 2.35
H 0.38 0.18 -2.46
H -0.76 2.07 -1.98
H -2.04 0.03 -1.87
H 1.31 1.56 1.68
H 2.09 -0.22 -0.92
```

Results
SMILES: [SiH3]C1([SiH3])C=C1
2S+1: 1
Gap between HOMO and LUMO (eV): 9.00
LUMO energy (eV): 0.36
Energy above the lowest of the compared OMol25 structures with the same formula, charge and spin (eV): 3.949

=====

# C41H29NO7S2V

A molecular structure, C41H29NO7S2V (ωB97M-V/def2-TZVPD, OMol25).

Structure (XYZ):
```
81
C41H29NO7S2V (ωB97M-V/def2-TZVPD)
V -1.24 -0.25 -1.24
O -6.85 1.48 -0.20
C -5.63 1.04 -0.42
C -5.32 -0.32 -0.62
C -4.00 -0.66 -0.79
N -3.04 0.27 -0.79
C -3.32 1.57 -0.66
C -4.60 2.01 -0.46
C -2.03 2.35 -0.88
O -1.91 3.52 -0.91
O -1.08 1.42 -1.12
C -3.34 -2.01 -1.02
O -3.87 -3.06 -1.00
O -2.03 -1.75 -1.24
H -7.52 0.78 -0.16
H -6.09 -1.08 -0.65
H -4.84 3.06 -0.34
C -1.97 -2.61 6.27
C -1.62 -2.06 4.92
C -0.78 -0.94 4.82
C -0.43 -0.42 3.59
C -0.93 -1.02 2.45
C -1.80 -2.11 2.51
C -2.13 -2.62 3.75
S -0.26 -0.41 0.91
O 0.16 0.97 1.15
C 1.17 -1.47 0.68
C 1.01 -2.85 0.92
C 2.01 -3.72 0.58
C 3.20 -3.25 -0.01
C 4.24 -4.14 -0.37
C 5.40 -3.67 -0.91
C 5.59 -2.28 -1.11
C 4.59 -1.40 -0.79
C 3.36 -1.86 -0.25
C 2.31 -0.96 0.07
C 2.53 0.49 -0.25
C 3.13 1.30 0.76
C 3.37 0.80 2.07
C 3.85 1.63 3.05
C 4.15 2.97 2.76
C 3.98 3.47 1.50
C 3.46 2.65 0.47
C 3.29 3.13 -0.84
C 2.73 2.35 -1.81
C 2.29 1.05 -1.49
S 1.48 0.01 -2.74
O 0.58 -0.87 -1.87
C 0.16 1.01 -3.50
C 0.09 2.37 -3.70
C -1.12 2.94 -4.09
C -2.27 2.17 -4.28
C -3.57 2.83 -4.63
C -2.16 0.79 -4.17
C -0.96 0.20 -3.80
H -1.21 -2.37 7.00
H -2.10 -3.69 6.23
H -2.92 -2.18 6.61
H -0.38 -0.49 5.72
H 0.21 0.45 3.50
H -2.20 -2.55 1.60
H -2.79 -3.48 3.81
H 0.11 -3.22 1.38
H 1.90 -4.78 0.78
H 4.10 -5.20 -0.21
H 6.20 -4.35 -1.18
H 6.52 -1.92 -1.50
H 4.75 -0.34 -0.94
H 3.16 -0.23 2.29
H 4.00 1.24 4.05
H 4.53 3.61 3.55
H 4.24 4.49 1.28
H 3.63 4.13 -1.08
H 2.68 2.72 -2.82
H 0.93 3.02 -3.53
H -1.17 4.01 -4.23
H -3.92 3.45 -3.80
H -4.34 2.10 -4.86
H -3.45 3.49 -5.49
H -3.01 0.16 -4.42
H -0.84 -0.88 -3.86
```

Results
Expectation value of S²: 0.7624
2S+1: 2
Total charge: +2
Gap between HOMO and LUMO (alpha / beta) (eV): 5.49 / 5.84
LUMO energy (alpha / beta) (eV): -7.48 / -7.14
Energy above the lowest of the compared OMol25 structures with the same formula, charge and spin (eV): 1.520

=====

# C9H11O3

2 unconnected molecules or ions with the total composition C9H11O3 (ωB97M-V/def2-TZVPD, OMol25).

Structure (XYZ):
```
23
C9H11O3 (ωB97M-V/def2-TZVPD)
C 0.38 1.94 -2.08
C 0.53 0.56 1.42
C -0.41 1.41 2.06
C 0.54 0.59 0.06
C -0.14 1.58 -0.70
C -1.31 2.21 1.38
C -1.10 2.26 -0.01
O -0.40 1.44 3.45
H 1.12 -0.11 2.04
H 1.14 -0.13 -0.49
H -2.06 2.81 1.86
H -1.23 1.11 3.86
H -0.09 2.79 -2.55
H 0.16 1.12 -2.76
H -1.75 2.99 -0.51
H 1.44 2.16 -1.93
C 0.28 -3.07 -1.20
C 0.73 -4.12 -0.06
O -0.02 -5.13 -0.03
O 1.72 -3.79 0.60
H -0.55 -3.56 -1.71
H 1.08 -2.96 -1.92
H -0.06 -2.12 -0.78
```

Results
2S+1: 1
Total charge: -1
Gap between HOMO and LUMO (eV): 6.58
LUMO energy (eV): 2.84
Energy above the lowest of the compared OMol25 structures with the same formula, charge and spin (eV): 1.638

=====

# C21H36P2Sn

A molecular structure, C21H36P2Sn (ωB97M-V/def2-TZVPD, OMol25).

Structure (XYZ):
```
60
C21H36P2Sn (ωB97M-V/def2-TZVPD)
P -0.25 2.55 -2.50
P 2.21 -0.40 -1.72
C 1.52 2.28 -2.78
C 1.99 0.87 -3.12
H 2.10 2.72 -1.95
H 1.76 2.94 -3.64
H 1.37 0.42 -3.91
H 3.00 0.96 -3.55
C 3.83 0.27 -1.21
H 4.19 -0.23 -0.31
H 3.80 1.35 -1.02
H 4.54 0.08 -2.03
C 2.75 -1.82 -2.70
H 3.79 -1.66 -3.02
H 2.13 -1.95 -3.60
H 2.69 -2.73 -2.11
C -0.42 4.29 -2.12
H -1.30 4.45 -1.48
H -0.52 4.86 -3.05
H 0.47 4.63 -1.57
C -1.17 2.15 -4.00
H -0.92 1.15 -4.38
H -0.93 2.88 -4.78
H -2.25 2.18 -3.80
Sn -3.22 -1.87 1.47
C 1.44 -0.93 -0.07
C 1.93 0.01 0.95
C 1.61 1.40 0.66
C 0.24 1.90 1.24
C -0.70 2.26 0.21
C -0.90 1.63 -1.08
C -0.66 0.07 -1.22
C -0.14 -0.85 -0.10
C -4.46 -0.67 2.83
H 1.75 -1.99 -0.01
H 2.71 -0.24 1.66
H 1.54 1.50 -0.44
H 2.41 2.08 0.96
H -0.21 1.22 2.00
H 0.49 2.81 1.82
H -1.40 3.07 0.46
H -1.97 1.81 -1.36
H -0.03 -0.07 -2.13
H -1.64 -0.33 -1.55
H -0.55 -0.61 0.89
H -0.54 -1.86 -0.29
H -5.36 -1.25 3.08
H -4.70 0.26 2.29
H -3.86 -0.45 3.73
C -1.22 -4.32 5.31
C -1.06 -2.93 5.24
C -1.56 -2.22 4.12
C -2.21 -2.95 3.12
C -2.40 -4.33 3.18
C -1.87 -5.02 4.29
H -0.86 -4.86 6.19
H -0.58 -2.39 6.06
H -1.45 -1.13 4.09
H -2.94 -4.89 2.42
H -2.01 -6.10 4.36
```

Results
2S+1: 1
Total charge: +2
Gap between HOMO and LUMO (alpha / beta) (eV): 5.70 / 5.15
LUMO energy (alpha / beta) (eV): -6.43 / -6.98
Energy above the lowest of the compared OMol25 structures with the same formula, charge and spin (eV): 0.830

=====

# C2H3NO2

A single C2H3NO2 molecule (ωB97M-V/def2-TZVPD, OMol25).

Structure (XYZ):
```
8
C2H3NO2 (ωB97M-V/def2-TZVPD)
N -1.49 -0.72 0.01
C -0.48 0.16 -0.07
O -0.59 1.36 -0.01
C 0.90 -0.56 -0.09
O 1.93 0.05 0.09
H -2.41 -0.34 0.25
H -1.31 -1.74 0.21
H 0.85 -1.68 -0.24
```

Results
SMILES: NC(=O)C=O
2S+1: 1
Gap between HOMO and LUMO (eV): 9.89
LUMO energy (eV): -0.06
Energy above the lowest of the compared OMol25 structures with the same formula, charge and spin (eV): 0.613